1.
Below is a structure of composition C3H6O at a distorted geometry, with properties calculated with the ωB97M-V functional and the def2-TZVPD basis.

```
10
Properties=species:S:1:pos:R:3:forces:R:3:mulliken_charge:R:1
C 0.3503 -0.5859 -0.9587 1.3 -0.1 -0.1 -1.2779
C -0.6476 -0.4303 0.1575 1.7 -0.6 0.1 -0.0366
C -0.4541 0.5523 1.0369 -1.2 -0.7 3.4 -0.3080
O 0.7166 1.3654 1.1264 -2.3 -0.8 -2.5 -0.4749
H 1.3882 -0.4023 -0.6433 -0.2 0.2 0.4 0.3801
H 0.2046 0.1590 -1.7430 -0.3 -0.2 -0.2 0.3484
H 0.4595 -1.5784 -1.3941 -0.7 0.0 -0.1 0.3402
H -1.1745 -1.3247 0.4600 -1.2 0.6 -0.3 0.3159
H -1.1750 0.9137 1.7631 -0.1 -0.8 0.3 0.3787
H 0.3321 1.3313 0.1952 3.0 2.5 -0.9 0.3341
```
Forces are in eV/Å.

The multiplicity is 1. As for the electronic energy: -5252.8202 eV. The HOMO energy is -9.2 eV. As for the net charge: 0. For the frontier orbital gap, the calculation gives 0.3705 hartree. As for the lowest unoccupied orbital energy: 0.03373 Eh.

***

2.
Below is a structure of composition C4H11NORb at a distorted geometry, with properties calculated with the ωB97M-V functional and the def2-TZVPD basis.

```
18
Properties=species:S:1:pos:R:3:forces:R:3:mulliken_charge:R:1
Rb 2.1492 2.2091 1.1872 0.2 0.3 0.0 -0.1857
C 0.2899 -2.0932 0.5024 -0.7 -0.8 -0.2 -1.6684
C 0.6246 -0.5940 0.3962 0.0 -2.4 1.5 0.2762
C -0.3382 0.0455 -0.5666 1.0 0.4 -0.1 -0.5172
O 0.2020 1.2958 -1.0181 -1.7 0.5 0.2 -0.1852
C -0.8638 2.0410 -1.6703 0.4 -0.4 0.0 -0.7743
N 0.6173 -0.1633 1.8243 -0.1 0.8 0.1 -0.4312
H -0.6559 -2.2253 1.0280 -0.4 0.3 -0.1 0.4273
H 0.9418 -2.6846 1.1454 0.6 0.4 -0.2 0.4044
H 0.1734 -2.6517 -0.4264 0.3 0.2 -0.3 0.3850
H 1.6697 -0.5415 0.0909 -0.1 0.4 -0.5 0.1872
H -1.3246 0.0828 -0.1042 -0.2 0.6 0.2 0.3625
H -0.4671 -0.5725 -1.4552 0.1 -0.3 0.0 0.4251
H -1.5027 1.3381 -2.2050 0.1 0.0 -0.4 0.3080
H -0.4416 2.7805 -2.3508 0.1 -0.2 0.1 0.2708
H -1.5406 2.5522 -0.9858 0.3 0.0 0.5 0.3098
H -0.2652 0.1578 2.1960 -0.5 0.5 -0.6 0.1964
H 0.7318 -0.9768 2.4118 0.6 -0.2 -0.1 0.2095
```
Forces are in eV/Å.

The multiplicity is 2. As for the electronic energy: -8516.6866 eV. The HOMO energy (alpha / beta) is -3.0 / -10.3 eV. As for the net charge: 0. The expectation value of S² is 0.75. For the frontier orbital gap (alpha / beta), the calculation gives 0.1147 / 0.3839 hartree. As for the lowest unoccupied orbital energy (alpha / beta): 0.00589 / 0.00724 Eh.

***

3.
Below is the molecule C2H4F2N2O at a distorted geometry, with properties calculated with the ωB97M-V functional and the def2-TZVPD basis.

```
11
Properties=species:S:1:pos:R:3:forces:R:3:mulliken_charge:R:1
H 1.6182 1.3802 -0.1158 -1.0 0.8 0.1 0.3341
N 0.5907 1.5761 0.0379 1.1 -2.2 -0.5 -0.6148
C 0.0512 0.4382 -0.1889 -1.0 -0.6 -0.3 0.3472
N 0.5819 -0.8062 -0.6018 1.9 0.6 2.0 -0.2012
O 1.9570 -0.8887 -0.1371 0.0 0.2 0.4 -0.4643
C -1.4340 0.2249 0.0200 -0.4 1.5 0.4 0.2043
F -2.0477 -0.2733 -1.0975 0.2 0.6 0.6 -0.2496
F -1.6236 -0.7128 1.0022 0.1 0.1 -0.1 -0.2699
H 0.0939 -1.5847 -0.1308 0.1 0.5 -0.5 0.3018
H 2.0365 -0.5603 0.8162 -0.7 -0.6 -1.6 0.3428
H -1.8241 1.2066 0.3956 -0.4 -1.0 -0.7 0.2696
```
Forces are in eV/Å.

The multiplicity is 1. As for the electronic energy: -12599.2673 eV. The HOMO energy is -10.6 eV. As for the net charge: 0. The SMILES is [H]/N=C(\NO)C(F)F. For the frontier orbital gap, the calculation gives 0.4116 hartree. As for the lowest unoccupied orbital energy: 0.02116 Eh.

***

4.
Below is a cluster of 8 separate species, C55H64BrF2INOP in total at a distorted geometry, with properties calculated with the ωB97M-V functional and the def2-TZVPD basis.

```
126
Properties=species:S:1:pos:R:3:forces:R:3:mulliken_charge:R:1
C 1.5542 3.8488 3.8303 0.1 -0.3 -0.3 -1.3413
C 1.9129 2.4719 3.2432 0.9 0.7 -0.1 1.1711
Br 3.7434 2.0665 3.9300 -0.3 -0.3 0.1 -0.1516
C 2.0075 2.4518 1.7009 -0.5 0.2 0.8 -2.7830
C 1.0521 1.4732 0.9907 -0.8 -0.1 -0.4 1.8860
C 1.3482 0.0712 1.5651 0.1 -0.6 -0.6 0.2768
C 1.4448 -1.0675 0.5681 0.4 0.1 0.4 -1.9774
F 0.4254 -0.2767 2.5415 -0.3 0.2 0.3 -0.1528
N 1.4706 1.5333 -0.4055 1.0 -0.1 -1.1 -0.0188
C 1.0089 2.8023 -0.9222 -2.6 -2.5 3.4 -0.7519
O 1.5717 3.4828 -1.6637 1.9 2.2 -2.6 -0.4853
C -0.3501 3.0400 -0.2333 0.8 0.5 -0.8 0.9358
P -1.7344 3.2311 -1.4824 -1.0 -0.3 -0.3 0.3309
C -1.0117 3.5143 -3.1612 0.1 0.7 0.5 -1.1994
C -2.5137 4.8786 -1.0848 0.7 -0.4 0.2 -1.2873
C -0.4632 1.9541 0.8900 0.2 1.5 -0.1 -0.9197
I -1.8664 0.3916 0.3338 0.3 -0.1 0.1 0.1897
C -1.0717 2.7379 2.0638 -0.3 -1.3 0.7 0.5413
C -1.3865 1.9634 3.3313 -0.4 0.4 0.1 -0.9778
F -2.2807 3.2601 1.6077 -0.3 0.3 -0.3 -0.4192
H 0.8439 3.7594 4.6424 -0.1 0.1 0.2 0.1863
H 2.4491 4.3372 4.1846 0.1 0.2 0.2 0.4870
H 1.1510 4.5047 3.0673 -0.3 0.1 -0.1 0.4100
H 1.3025 1.6850 3.6569 -0.1 -0.2 -0.1 -0.2835
H 1.8967 3.4789 1.3615 -0.1 0.1 -0.3 0.6086
H 3.0087 2.1542 1.4196 0.1 -0.1 -0.3 0.7937
H 2.3067 0.1043 2.0735 0.2 0.2 0.1 0.3355
H 1.7968 -1.9387 1.1110 -0.1 -0.2 0.1 0.4298
H 0.5094 -1.3114 0.0841 -0.1 0.1 -0.2 0.2166
H 2.2261 -0.8218 -0.1418 0.0 0.0 -0.3 0.5688
H 0.9557 0.8842 -1.0067 0.2 -0.5 0.4 -0.2099
H -0.2242 4.0224 0.2268 -0.2 0.0 0.1 0.3734
H -1.8280 3.9425 -3.7386 -0.3 -0.1 -0.1 0.4138
H -0.7252 2.5902 -3.6470 0.2 -0.2 0.0 0.1982
H -0.2143 4.2511 -3.1845 0.3 -0.1 0.0 0.4407
H -1.9630 5.4263 -0.3237 0.1 0.1 0.0 0.4780
H -3.4959 4.6663 -0.6830 -0.3 0.1 0.0 0.3152
H -2.5763 5.5036 -1.9663 -0.1 0.1 -0.2 0.4309
H -0.4653 3.6040 2.2938 0.3 0.1 -0.1 0.3454
H -0.6530 2.1241 4.1082 0.3 -0.2 0.1 -0.2105
H -1.5626 0.9082 3.1734 0.2 -0.1 -0.1 0.1043
H -2.3098 2.3786 3.7261 -0.1 0.1 0.1 0.6003
C -6.0801 5.2037 -5.5949 0.0 0.0 0.0 -0.3758
C -6.6252 4.1539 -6.3217 0.0 0.0 0.0 -0.4943
C -6.3930 2.8425 -5.9292 0.0 0.0 0.0 -0.4092
C -5.6123 2.5811 -4.8117 0.0 0.0 0.0 -0.7385
C -5.0612 3.6302 -4.0897 0.0 0.0 0.0 -0.0432
C -5.2957 4.9416 -4.4799 0.0 0.0 0.0 -0.4925
H -6.2664 6.2264 -5.8978 0.0 0.0 0.0 0.3716
H -7.2321 4.3581 -7.1949 0.0 0.0 0.0 0.3689
H -6.8204 2.0233 -6.4941 0.0 0.0 0.0 0.4207
H -5.4326 1.5588 -4.5038 0.0 0.0 0.0 0.5889
H -4.4479 3.4248 -3.2205 0.0 0.0 0.0 0.4820
H -4.8671 5.7604 -3.9148 0.0 0.0 0.0 0.3460
C -1.4608 0.0056 6.2869 0.0 0.1 -0.1 -0.0630
C -2.5754 -0.1942 7.0882 0.0 0.0 0.0 -0.8841
C -2.6740 0.4518 8.3134 0.0 0.0 0.0 -0.3804
C -1.6561 1.2946 8.7383 0.0 0.0 0.0 -0.4107
C -0.5369 1.4885 7.9399 0.0 0.0 0.0 -0.6917
C -0.4401 0.8454 6.7140 0.0 0.0 0.0 -0.1458
H -1.3854 -0.4936 5.3284 0.0 0.0 0.0 0.5533
H -3.3681 -0.8536 6.7580 0.0 0.0 0.0 0.4075
H -3.5451 0.2980 8.9377 0.0 0.0 0.0 0.3683
H -1.7344 1.7996 9.6927 0.0 0.0 0.0 0.3685
H 0.2603 2.1411 8.2736 0.0 0.0 0.0 0.3979
H 0.4338 0.9968 6.0898 0.0 0.0 0.0 0.4742
C -8.3192 -2.1221 -2.6675 0.0 0.0 0.0 -0.3458
C -9.3522 -2.0323 -3.5903 0.0 0.0 0.0 -0.4010
C -9.6015 -0.8307 -4.2394 0.0 0.0 0.0 -0.3795
C -8.8199 0.2827 -3.9628 0.0 0.0 0.0 -0.4536
C -7.7923 0.1948 -3.0341 0.0 0.0 0.0 -0.3461
C -7.5405 -1.0073 -2.3873 0.0 0.0 0.0 -0.5264
H -8.1212 -3.0609 -2.1657 0.0 0.0 0.0 0.3606
H -9.9635 -2.9001 -3.8043 0.0 0.0 0.0 0.3566
H -10.4057 -0.7619 -4.9613 0.0 0.0 0.0 0.3618
H -9.0116 1.2203 -4.4701 0.0 0.0 0.0 0.4018
H -7.1867 1.0649 -2.8146 0.0 0.0 0.0 0.5606
H -6.7371 -1.0756 -1.6644 0.0 0.0 0.0 0.4105
C 6.0248 -0.7550 -2.4481 0.0 0.0 0.0 -0.5976
C 6.9429 -1.7743 -2.6613 0.0 0.0 0.0 -0.4236
C 6.5038 -3.0419 -3.0179 0.0 0.0 0.0 -0.3762
C 5.1455 -3.2918 -3.1578 0.0 0.0 0.0 -0.6018
C 4.2263 -2.2752 -2.9364 0.0 0.0 0.0 -0.3558
C 4.6661 -1.0062 -2.5829 0.0 0.0 0.0 -0.1327
H 6.3677 0.2354 -2.1757 0.0 0.0 0.0 0.3884
H 8.0027 -1.5806 -2.5495 0.0 0.0 0.0 0.4318
H 7.2203 -3.8361 -3.1858 0.0 0.0 0.0 0.4144
H 4.8030 -4.2802 -3.4381 0.0 0.0 0.0 0.3979
H 3.1655 -2.4706 -3.0401 0.0 0.0 0.0 0.4575
H 3.9490 -0.2118 -2.4117 0.0 0.0 0.0 0.3983
C 9.0965 -4.5528 0.5411 0.0 0.0 0.0 -0.4505
C 9.3028 -5.8996 0.8085 0.0 0.0 0.0 -0.3671
C 8.2528 -6.7991 0.6912 0.0 0.0 0.0 -0.3641
C 6.9948 -6.3515 0.3100 0.0 0.0 0.0 -0.4489
C 6.7865 -5.0040 0.0503 0.0 0.0 0.0 -0.3644
C 7.8380 -4.1045 0.1645 0.0 0.0 0.0 -0.3210
H 9.9174 -3.8518 0.6269 0.0 0.0 0.0 0.3634
H 10.2833 -6.2481 1.1081 0.0 0.0 0.0 0.3581
H 8.4142 -7.8499 0.8969 0.0 0.0 0.0 0.3582
H 6.1759 -7.0538 0.2163 0.0 0.0 0.0 0.3651
H 5.8045 -4.6535 -0.2426 0.0 0.0 0.0 0.4278
H 7.6758 -3.0539 -0.0405 0.0 0.0 0.0 0.4407
C 0.5986 -1.3056 -6.5355 0.0 0.0 0.0 -0.3953
C -0.4905 -1.6524 -5.7461 0.0 0.0 0.0 -0.3670
C -0.6205 -1.1222 -4.4701 0.0 0.0 0.0 -0.7889
C 0.3416 -0.2473 -3.9858 0.0 0.0 0.0 0.1021
C 1.4327 0.0945 -4.7700 0.1 0.1 0.0 -0.3302
C 1.5627 -0.4345 -6.0462 0.0 0.0 0.0 -0.5633
H 0.6967 -1.7159 -7.5326 0.0 0.0 0.0 0.3724
H -1.2385 -2.3368 -6.1261 0.0 0.0 0.0 0.3745
H -1.4700 -1.3898 -3.8539 0.0 0.0 0.0 0.4184
H 0.2422 0.1695 -2.9916 -0.1 0.0 0.1 0.3960
H 2.1839 0.7734 -4.3846 0.0 0.0 0.0 0.4507
H 2.4147 -0.1688 -6.6588 0.0 0.0 0.0 0.3860
C 0.8288 -2.5878 6.1559 0.0 -0.1 0.1 -0.2392
C 1.2247 -3.7222 6.8510 0.0 0.0 0.0 -0.6035
C 1.6638 -4.8416 6.1567 0.0 0.0 0.0 -0.3886
C 1.7030 -4.8267 4.7683 0.0 0.0 0.0 -0.4699
C 1.2983 -3.6941 4.0746 0.0 0.0 0.0 -0.5726
C 0.8625 -2.5744 4.7697 0.0 0.0 0.0 0.3002
H 0.4945 -1.7105 6.6916 0.0 0.0 0.1 0.3335
H 1.1920 -3.7338 7.9334 0.0 0.0 0.0 0.3869
H 1.9760 -5.7264 6.6972 0.0 0.0 0.0 0.3552
H 2.0479 -5.6990 4.2272 0.0 0.0 0.0 0.3725
H 1.3228 -3.6842 2.9916 0.0 0.0 0.0 0.3544
H 0.5488 -1.6913 4.2318 0.0 0.0 0.0 0.2007
```
Forces are in eV/Å.

The multiplicity is 1. As for the electronic energy: -154477.0071 eV. The HOMO energy is -8.1 eV. As for the net charge: 0. The SMILES is C[C@H](Br)C[C@]1([C@H](C)F)NC(=O)[C@@H](P(C)C)[C@]1(I)[C@H](C)F.c1ccccc1.c1ccccc1.c1ccccc1.c1ccccc1.c1ccccc1.c1ccccc1.c1ccccc1. For the frontier orbital gap, the calculation gives 0.2982 hartree. As for the lowest unoccupied orbital energy: 0.00227 Eh.

***

Among the records above, which one has the highest multiplicity?
C4H11NORb